1.
{
  "formula": "C16H27N2O6",
  "method": "ωB97M-V with the def2-TZVPD basis set",
  "species": ["C", "C", "C", "C", "C", "O", "C", "C", "C", "O", "C", "O", "C", "C", "O", "N", "N", "C", "C", "C", "C", "O", "C", "O", "H", "H", "H", "H", "H", "H", "H", "H", "H", "H", "H", "H", "H", "H", "H", "H", "H", "H", "H", "H", "H", "H", "H", "H", "H", "H", "H"],
  "positions_angstrom": [[2.84, -0.94, -0.38], [1.40, -1.17, 0.31], [0.45, -2.16, -0.39], [0.77, -3.00, -1.70], [-0.63, -3.21, -2.49], [-0.40, -3.95, -3.74], [-0.90, -2.22, 0.38], [-0.99, -1.32, 1.60], [-2.42, -1.33, 2.37], [-3.50, -1.79, 1.53], [-4.53, -0.79, 1.35], [-4.92, -0.76, -0.06], [-3.88, -0.18, -0.87], [-3.89, 1.43, -0.92], [-3.20, 2.07, 0.19], [-0.05, -0.47, 2.19], [1.07, -0.48, 1.47], [2.14, 0.43, 2.06], [2.22, 1.85, 1.25], [3.77, 2.26, 0.99], [3.91, 3.28, -0.24], [3.13, 4.50, -0.02], [2.19, 4.55, -1.10], [0.97, 4.79, -0.88], [3.03, 0.14, -0.69], [3.61, -1.28, 0.42], [3.02, -1.60, -1.29], [1.18, -4.02, -1.39], [1.49, -2.48, -2.43], [-1.12, -2.20, -2.78], [-1.41, -3.78, -1.87], [0.43, -4.44, -3.56], [-1.78, -2.87, 0.07], [-2.29, -2.11, 3.22], [-2.60, -0.34, 2.89], [-5.47, -1.16, 1.90], [-4.24, 0.27, 1.65], [-4.04, -0.53, -1.96], [-2.82, -0.52, -0.58], [-4.99, 1.75, -1.01], [-3.36, 1.78, -1.88], [-2.25, 2.20, -0.02], [1.86, 0.74, 3.13], [3.15, -0.09, 2.16], [1.71, 2.69, 1.84], [1.63, 1.73, 0.26], [4.13, 2.74, 1.97], [4.41, 1.32, 0.80], [3.54, 2.71, -1.18], [5.01, 3.55, -0.40], [2.61, 4.40, -2.16]],
  "smiles": "Cc1c(CCO)cc(COCOCCO)n[n+]1CCCCOC=O",
  "homo_lumo_gap_ev": 7.51,
  "total_charge": 1,
  "homo_ev": -12.28
}


2.
{
  "formula": "C36H76BrN5O7S",
  "method": "ωB97M-V with the def2-TZVPD basis set",
  "species": ["C", "C", "O", "C", "C", "C", "C", "C", "O", "N", "C", "C", "C", "C", "C", "O", "Br", "O", "C", "C", "C", "O", "O", "N", "S", "C", "O", "C", "C", "H", "H", "H", "H", "H", "H", "H", "H", "H", "H", "H", "H", "H", "H", "H", "H", "H", "H", "H", "H", "H", "H", "H", "H", "H", "H", "H", "H", "H", "H", "H", "C", "C", "N", "C", "C", "C", "C", "H", "H", "H", "H", "H", "H", "H", "H", "H", "H", "H", "H", "H", "H", "H", "C", "C", "N", "C", "C", "C", "C", "H", "H", "H", "H", "H", "H", "H", "H", "H", "H", "H", "H", "H", "H", "H", "C", "C", "N", "C", "C", "C", "C", "H", "H", "H", "H", "H", "H", "H", "H", "H", "H", "H", "H", "H", "H", "H"],
  "positions_angstrom": [[5.08, -8.12, 0.88], [5.20, -7.56, -0.52], [4.05, -6.87, -0.98], [3.77, -5.69, -0.22], [2.75, -4.92, -1.05], [2.74, -3.38, -0.97], [3.28, -2.82, 0.37], [2.82, -3.30, 1.75], [3.50, -4.09, 2.36], [1.66, -2.69, 2.34], [2.10, -1.69, 3.31], [0.88, -3.74, 3.04], [3.73, -2.74, -2.03], [5.01, -3.55, -2.25], [5.93, -2.74, -3.14], [6.52, -1.78, -2.76], [6.11, -3.35, -4.97], [3.16, -2.41, -3.26], [2.14, -3.26, -3.75], [0.99, -3.39, -2.75], [-0.33, -2.71, -3.27], [-0.18, -1.63, -3.87], [-1.38, -3.33, -3.01], [1.37, -2.85, -1.38], [0.12, -3.58, -0.26], [1.30, -1.35, -1.37], [0.77, -0.89, -0.16], [0.57, 0.51, -0.15], [1.84, 1.28, 0.21], [6.02, -8.63, 1.14], [4.29, -8.87, 0.94], [4.92, -7.36, 1.64], [5.37, -8.37, -1.22], [6.08, -6.90, -0.59], [4.72, -5.17, -0.06], [3.33, -5.98, 0.73], [2.92, -5.21, -2.09], [1.77, -5.34, -0.82], [4.34, -3.07, 0.36], [3.25, -1.73, 0.39], [1.22, -1.22, 3.76], [2.67, -0.89, 2.82], [2.70, -2.12, 4.11], [-0.16, -3.41, 3.12], [1.27, -3.95, 4.03], [0.87, -4.66, 2.45], [4.05, -1.79, -1.61], [5.57, -3.68, -1.32], [4.82, -4.51, -2.72], [2.54, -4.23, -4.04], [1.75, -2.78, -4.65], [0.72, -4.43, -2.64], [-0.95, -3.00, -0.84], [0.70, -1.01, -2.22], [2.31, -0.94, -1.48], [0.17, 0.88, -1.10], [-0.17, 0.69, 0.62], [1.68, 2.34, -0.02], [2.68, 0.94, -0.40], [2.08, 1.21, 1.27], [-2.85, -0.72, -5.62], [-2.64, -0.37, -7.08], [-2.97, 1.01, -7.40], [-3.02, 1.28, -8.83], [-1.72, 1.16, -9.63], [-2.32, 2.02, -6.59], [-0.78, 2.04, -6.56], [-3.87, -0.50, -5.31], [-2.66, -1.78, -5.46], [-2.16, -0.18, -4.96], [-3.28, -1.01, -7.69], [-1.60, -0.62, -7.35], [-3.44, 2.28, -8.98], [-3.75, 0.59, -9.26], [-1.05, 2.00, -9.46], [-1.95, 1.15, -10.70], [-1.18, 0.23, -9.41], [-2.67, 1.90, -5.56], [-2.69, 3.00, -6.91], [-0.37, 1.04, -6.45], [-0.44, 2.63, -5.71], [-0.36, 2.49, -7.45], [-0.76, 3.58, 2.19], [-0.38, 3.35, 3.65], [1.06, 3.32, 3.86], [1.43, 2.83, 5.18], [1.02, 3.65, 6.41], [1.79, 4.48, 3.39], [1.40, 5.86, 3.94], [-0.29, 2.84, 1.55], [-1.84, 3.50, 2.08], [-0.47, 4.57, 1.84], [-0.78, 2.38, 3.95], [-0.88, 4.11, 4.27], [2.52, 2.69, 5.19], [1.00, 1.83, 5.28], [1.63, 4.55, 6.52], [1.15, 3.06, 7.31], [-0.03, 3.95, 6.36], [1.70, 4.51, 2.30], [2.85, 4.31, 3.57], [0.31, 5.99, 3.97], [1.80, 6.64, 3.30], [1.79, 6.03, 4.94], [-6.29, 6.43, 4.79], [-5.51, 5.30, 4.15], [-5.21, 4.21, 5.06], [-4.24, 3.27, 4.53], [-4.61, 2.45, 3.29], [-6.36, 3.62, 5.73], [-7.48, 3.04, 4.87], [-5.78, 6.80, 5.68], [-6.40, 7.25, 4.09], [-7.30, 6.12, 5.08], [-4.55, 5.70, 3.80], [-6.05, 4.97, 3.24], [-3.95, 2.59, 5.34], [-3.33, 3.84, 4.30], [-5.31, 1.65, 3.53], [-3.71, 1.98, 2.88], [-5.04, 3.06, 2.51], [-6.79, 4.39, 6.38], [-5.99, 2.85, 6.41], [-7.74, 3.69, 4.03], [-8.38, 2.91, 5.47], [-7.23, 2.06, 4.47]],
  "smiles": "CCOCC[C@@]1(CC(=O)N(C)C)[C@@H](CC(=O)Br)OC[C@H](C(=O)[O-])[N@+]1(S)COCC.CCN(CC)CC.CCN(CC)CC.CCN(CC)CC",
  "homo_lumo_gap_ev": 7.31,
  "homo_ev": -7.50
}